Entry 1:
CH2BrN | the ωB97M-V functional and the def2-TZVPD basis

```
5
Properties=species:S:1:pos:R:3
C -0.61080 -2.15836 -2.36937
N -0.48018 0.07152 -0.00875
Br -1.04176 -1.90084 -0.70666
H -0.27444 0.87094 -0.60175
H 0.38914 -0.35471 0.35975
```

Output
- frontier orbital gap (alpha / beta) (eV) = 7.8 / 7.1
- max |F| (eV Å⁻¹) = 2.0
- calculated total energy (Ha) = -2667.798284
- energy relative to the best compared isomer or geometry (same formula, charge and spin) (eV) = 6.774
- molar mass (g mol⁻¹) = 107.938

Entry 2:
CH2BrN2 | the ωB97M-V functional and the def2-TZVPD basis

```
6
Properties=species:S:1:pos:R:3
Br 2.61144 -0.25252 2.04686
N 0.96585 0.32058 1.34800
C 0.08190 -0.44327 0.61653
N 0.70003 0.44977 -0.08609
H -0.58288 -1.25766 0.31961
H 0.91714 1.24138 -0.86050
```

Output
- frontier orbital gap (eV) = 8.5
- max |F| (eV Å⁻¹) = 4.1
- calculated total energy (Ha) = -2722.342118
- SMILES = BrN1C=[NH+]1
- energy relative to the best compared isomer or geometry (same formula, charge and spin) (eV) = 2.346
- total charge = +1
- molar mass (g mol⁻¹) = 121.945

Entry 3:
CH2BrN2O3 | the ωB97M-V functional and the def2-TZVPD basis

```
9
Properties=species:S:1:pos:R:3
C 0.21938 -0.01588 0.10747
N -2.49813 -1.15775 0.00883
N 1.45489 -0.04143 0.13239
O -2.33456 -2.07643 -0.56993
O -2.84711 -0.24125 0.49305
O 2.40421 0.84841 -0.13412
Br -0.58316 1.70259 -0.10982
H 1.88832 -0.94223 0.16994
H 2.29616 1.92396 -0.09781
```

Output
- frontier orbital gap (eV) = 6.7
- max |F| (eV Å⁻¹) = 5.0
- calculated total energy (Ha) = -2947.964769
- energy relative to the best compared isomer or geometry (same formula, charge and spin) (eV) = 2.858
- total charge = +1
- molar mass (g mol⁻¹) = 169.942

Entry 4:
CH2BrN3 | the ωB97M-V functional and the def2-TZVPD basis

```
7
Properties=species:S:1:pos:R:3
C -1.20515 -0.07433 -1.00869
N -1.78606 0.55790 0.01377
N 0.08272 -0.15961 -0.70854
N -0.39348 0.54206 0.57555
Br 2.43974 -1.55515 1.02578
H 0.86246 -0.73565 -0.48592
H -0.00024 1.42477 0.58805
```

Output
- frontier orbital gap (alpha / beta) (eV) = 8.5 / 5.3
- max |F| (eV Å⁻¹) = 3.8
- calculated total energy (Ha) = -2777.325397
- energy relative to the best compared isomer or geometry (same formula, charge and spin) (eV) = 7.288
- molar mass (g mol⁻¹) = 135.952

Entry 5:
CH2BrNO4 | the ωB97M-V functional and the def2-TZVPD basis

```
9
Properties=species:S:1:pos:R:3
C -0.29216 0.43989 -0.43478
N 0.59113 -0.40319 0.35902
O 1.36744 -1.18365 -0.15794
O 1.17235 0.22369 1.52828
O -0.47756 -0.30094 -1.56289
O -0.56094 1.51332 -0.05485
Br -1.60297 -1.48591 0.79921
H -0.86057 0.23095 -2.28650
H 0.66329 0.96585 1.81045
```

Output
- frontier orbital gap (alpha / beta) (eV) = 8.5 / 7.4
- max |F| (eV Å⁻¹) = 3.0
- calculated total energy (Ha) = -2968.880934
- energy relative to the best compared isomer or geometry (same formula, charge and spin) (eV) = 2.673
- molar mass (g mol⁻¹) = 171.934

Entry 6:
CH2BrNOS | the ωB97M-V functional and the def2-TZVPD basis

```
7
Properties=species:S:1:pos:R:3
C 2.35287 0.61810 0.50618
N 0.97346 -0.65215 -0.15205
O 2.27732 1.34653 1.37722
S -0.11820 -0.70832 1.08171
Br 3.90094 0.15601 -0.59905
H 0.58169 -0.16542 -0.96972
H -1.04085 -0.12068 0.37818
```

Output
- frontier orbital gap (alpha / beta) (eV) = 8.1 / 8.1
- max |F| (eV Å⁻¹) = 4.8
- calculated total energy (Ha) = -3141.406780
- energy relative to the best compared isomer or geometry (same formula, charge and spin) (eV) = 2.468
- molar mass (g mol⁻¹) = 156.004

Entry 7:
CH2Cl2 | the ωB97M-V functional and the def2-TZVPD basis

```
5
Properties=species:S:1:pos:R:3
Cl 17.67563 8.82991 -6.49795
C 17.58099 10.21230 -7.62428
Cl 19.15729 10.52389 -8.40137
H 16.71478 9.99702 -8.24992
H 17.43582 11.15933 -7.10451
```

Output
- frontier orbital gap (eV) = 12.0
- max |F| (eV Å⁻¹) = 0.9
- calculated total energy (Ha) = -959.675267
- SMILES = ClCCl
- energy relative to the best compared isomer or geometry (same formula, charge and spin) (eV) = 0.141
- molar mass (g mol⁻¹) = 84.933

Entry 8:
CH2Cl2F12O4P3V3 | the ωB97M-V functional and the def2-TZVPD basis

```
27
Properties=species:S:1:pos:R:3
V -32.09676 -8.16736 4.99470
V -29.14420 -7.12514 6.80034
V -31.53513 -4.66782 5.80888
P -31.62810 -6.89701 7.15053
O -30.89780 -8.32192 6.80836
O -30.79396 -6.70713 5.73717
O -30.61518 -5.72285 7.47817
O -32.71287 -6.40030 6.05669
P -27.80868 -4.90671 4.91789
F -27.63564 -5.59660 6.44756
F -29.37922 -4.47932 5.28568
F -27.28832 -3.54368 5.41303
F -28.08454 -4.48554 3.45490
F -26.39742 -5.46403 4.49926
F -28.33343 -6.49704 4.70481
P -31.66856 -5.85077 2.19689
F -31.92549 -4.96089 3.62786
F -33.22019 -5.75351 1.91983
F -31.40612 -4.48614 1.44012
F -31.41535 -6.77826 0.95150
F -30.13312 -5.90442 2.60081
F -31.94973 -7.20886 3.16283
C -28.34978 -9.95839 3.18009
Cl -28.12158 -8.61621 2.08822
Cl -29.17785 -9.39382 4.69046
H -28.97776 -10.70650 2.71262
H -27.39683 -10.37735 3.47842
```

Output
- frontier orbital gap (alpha / beta) (eV) = 6.7 / 8.4
- max |F| (eV Å⁻¹) = 8.6
- 2S+1 = 10
- calculated total energy (Ha) = -6315.195920
- <S²> = 24.90
- energy relative to the best compared isomer or geometry (same formula, charge and spin) (eV) = 0.000
- total charge = +1
- molar mass (g mol⁻¹) = 622.659